{
  "formula": "C5H11NO",
  "method": "ωB97M-V/def2-TZVPD",
  "relative_energy_kj_mol": 519.7,
  "largest_force_ev_per_a": 0.5,
  "homo_energy_ev": -6.630,
  "mol_weight_da": 101.15,
  "gap_ev": 7.530,
  "symbols": ["O", "N", "C", "C", "C", "C", "C", "H", "H", "H", "H", "H", "H", "H", "H", "H", "H", "H"],
  "xyz": [[1.510, -1.131, -1.010], [0.848, -0.880, 1.152], [0.071, 0.300, 0.930], [0.809, 1.597, 0.750], [-1.228, 0.104, 0.304], [1.565, -1.470, 0.165], [-1.379, -0.213, -1.593], [1.400, 1.812, 1.648], [-0.993, -1.195, -1.856], [1.493, 1.604, -0.115], [2.202, -2.305, 0.511], [0.103, 2.427, 0.612], [-1.766, -0.803, 0.550], [-0.344, -0.009, -0.525], [0.954, -1.229, 2.094], [-1.854, 0.984, 0.232], [-0.924, 0.594, -2.170], [-2.467, -0.185, -1.679]],
  "nbo_charge": [-0.638, -0.615, -0.189, -0.633, -0.434, 0.525, -0.766, 0.214, 0.228, 0.196, 0.115, 0.208, 0.232, 0.492, 0.391, 0.232, 0.218, 0.223]
}